No. 1
ORCA calculation (ωB97M-V/def2-TZVPD) on a molecular structure, C28H40B2N12OOsS3.

```
! RIJCOSX wB97M-V def2-TZVPD def2/J DEFGRID3
* xyz 3 2
Os -0.193 -0.069 0.142
C 2.768 -2.189 -1.073
C 2.724 -1.404 0.192
C 3.714 -1.537 1.138
C 3.402 -0.652 2.149
N 2.287 -0.022 1.829
N 1.812 -0.444 0.603
B 1.406 0.814 2.739
N 0.855 1.998 1.905
C 0.892 3.278 2.215
C 0.155 4.000 1.270
C -0.333 3.077 0.387
C -1.210 3.368 -0.769
N 0.111 1.818 0.767
N 0.229 -0.105 3.147
C -0.178 -0.630 4.301
C -1.373 -1.293 4.095
C -1.663 -1.142 2.750
C -2.907 -1.589 2.068
N -0.652 -0.450 2.160
N 2.133 1.395 3.893
C 1.682 1.803 5.105
C 2.718 2.450 5.721
C 3.790 2.409 4.801
C 5.156 3.002 4.931
N 3.432 1.789 3.704
H 3.480 -1.739 -1.765
H 1.817 -2.290 -1.573
H 3.134 -3.190 -0.849
H 4.563 -2.197 1.084
H 3.914 -0.429 3.071
H 1.434 3.625 3.083
H -0.005 5.065 1.246
H -1.006 4.371 -1.139
H -2.244 3.348 -0.429
H -1.095 2.661 -1.589
H 0.399 -0.516 5.203
H -1.971 -1.800 4.834
H -3.308 -2.468 2.569
H -2.743 -1.808 1.018
H -3.661 -0.801 2.124
H 0.664 1.650 5.421
H 2.726 2.884 6.708
H 5.493 2.996 5.965
H 5.133 4.045 4.612
H 5.870 2.483 4.297
C 2.750 1.797 -2.372
N 2.345 0.584 -3.091
C 3.069 -0.067 -4.047
C 2.313 -1.128 -4.476
N 1.126 -1.095 -3.807
B -0.119 -1.965 -4.204
N -1.010 -2.701 -3.045
C -1.929 -3.521 -3.664
C -2.584 -4.239 -2.725
N -2.079 -3.853 -1.516
C -2.481 -4.495 -0.257
C -1.144 -2.893 -1.723
S -0.266 -2.292 -0.304
C 1.164 -0.050 -2.982
S -0.246 0.379 -2.101
H 3.811 1.954 -2.539
H 2.565 1.664 -1.308
H 2.195 2.654 -2.748
H 4.051 0.264 -4.345
H 2.530 -1.888 -5.208
H -0.894 -1.262 -4.796
H 0.310 -2.841 -4.890
H -2.011 -3.550 -4.737
H -3.340 -5.001 -2.815
H -3.566 -4.502 -0.193
H -2.066 -3.958 0.586
H -2.107 -5.517 -0.246
O -2.245 0.229 -0.217
S -3.737 0.221 -0.642
C -3.831 -0.518 -2.300
C -4.476 0.510 -3.229
C -3.959 1.866 -2.759
C -4.210 1.855 -1.258
H -4.386 -1.450 -2.220
H -2.799 -0.720 -2.572
H -5.562 0.473 -3.130
H -4.230 0.303 -4.270
H -4.469 2.696 -3.245
H -2.889 1.963 -2.964
H -5.275 1.936 -1.027
H -3.673 2.591 -0.674
*
```

Summary:
- HOMO (alpha / beta) (eV) = -15.5 / -15.5
- E (a.u.) = -3157.4358
- gap between HOMO and LUMO (alpha / beta) (eV) = 5.397 / 3.194
- energy above the lowest of the compared OMol25 structures with the same formula, charge and spin (kcal/mol) = 16.44
- maximum force (eV/Å) = 3.644

Need the Mulliken charges? In units of e they are: Os 1.2428; C -1.0430; C 0.5096; C -1.7649; C 0.0446; N 0.3606; N 0.7192; B 0.2652; N 1.3213; C 0.0663; C -1.6449; C 0.3316; C -0.9852; N -0.4711; N 0.6614; C 0.0691; C -1.9170; C 0.6400; C -0.6357; N -0.5179; N 0.4612; C -0.1644; C -1.0723; C 0.7278; C -1.1845; N -0.9624; H 0.2956; H -0.0259; H 0.4607; H 0.6003; H 0.6076; H 0.4678; H 0.5882; H 0.5306; H 0.1419; H -0.0157; H 0.8430; H 0.5537; H 0.5043; H -0.3114; H 0.2512; H 0.8197; H 0.5109; H 0.4010; H 0.3073; H 0.3776; C -0.6157; N 0.4457; C -0.5734; C -0.5055; N 0.4920; B 0.0965; N 0.4597; C -0.7408; C -0.6059; N 0.1314; C -0.8538; C 0.3750; S -0.6946; C -1.4403; S -0.1157; H 0.3367; H 0.1170; H 0.2900; H 0.5023; H 0.5392; H 0.0078; H -0.1382; H 0.5847; H 0.5407; H 0.3777; H 0.2744; H 0.3562; O -0.2361; S 0.1263; C 0.4324; C -1.0140; C -0.2470; C -0.7359; H 0.6718; H -0.6008; H 0.3386; H 0.4327; H 0.5113; H 0.0332; H 0.5591; H 0.1193


No. 2
ORCA calculation (ωB97M-V/def2-TZVPD) on a single C19H20FNO3 molecule.

```
! RIJCOSX wB97M-V def2-TZVPD def2/J DEFGRID3
* xyz 0 1
C 4.765 1.292 -2.015
O 4.554 0.258 -1.082
C 3.355 0.199 -0.444
C 3.231 -0.830 0.492
C 2.060 -0.979 1.218
O 1.851 -1.934 2.162
C 2.886 -2.849 2.434
C 0.993 -0.107 0.995
C 1.111 0.894 0.047
C 0.027 1.899 -0.146
O 0.285 3.083 -0.267
N -1.271 1.452 -0.078
C -1.654 0.151 -0.412
C -0.900 -0.616 -1.301
C -1.251 -1.921 -1.585
C -2.388 -2.448 -1.004
F -2.738 -3.727 -1.270
C -3.202 -1.684 -0.191
C -2.843 -0.380 0.105
C -3.744 0.533 0.876
C -3.686 1.893 0.181
C -2.275 2.467 0.268
C -1.985 3.022 1.665
C 2.297 1.067 -0.663
H 5.784 1.159 -2.376
H 4.071 1.220 -2.858
H 4.670 2.277 -1.550
H 4.079 -1.481 0.625
H 2.499 -3.507 3.210
H 3.783 -2.342 2.802
H 3.138 -3.442 1.549
H 0.096 -0.233 1.579
H -0.034 -0.189 -1.779
H -0.662 -2.520 -2.261
H -4.113 -2.105 0.206
H -4.762 0.143 0.884
H -3.413 0.627 1.912
H -4.381 2.596 0.639
H -3.973 1.764 -0.865
H -2.164 3.288 -0.452
H -2.742 3.754 1.935
H -1.979 2.229 2.408
H -1.016 3.512 1.677
H 2.355 1.882 -1.366
*
```

Summary:
- HOMO (eV) = -8.1
- structure (SMILES) = COc1cc(OC)cc(C(=O)N2c3ccc(F)cc3CC[C@H]2C)c1
- E (a.u.) = -1116.3630
- gap between HOMO and LUMO (eV) = 8.825
- energy above the lowest of the compared OMol25 structures with the same formula, charge and spin (kcal/mol) = 27.24
- maximum force (eV/Å) = 0.923

Need the Mulliken charges? In units of e they are: C -0.8165; O -0.4618; C 0.3604; C -0.4035; C 0.5680; O -0.4223; C -0.9053; C -0.4131; C -0.3653; C 0.3164; O -0.6386; N 0.2904; C -0.1202; C -0.3255; C -0.8084; C 0.0982; F -0.3548; C -0.6883; C 0.9783; C -1.0259; C -0.9684; C -0.0554; C -1.4608; C -0.3769; H 0.2482; H 0.3266; H 0.3393; H 0.4931; H 0.2495; H 0.3638; H 0.3499; H 0.4931; H 0.5773; H 0.4752; H 0.4799; H 0.4179; H 0.3366; H 0.4679; H 0.3728; H 0.2994; H 0.4528; H 0.3135; H 0.4299; H 0.5123


No. 3
ORCA calculation (ωB97M-V/def2-TZVPD) on a single C17H15N3O molecule.

```
! RIJCOSX wB97M-V def2-TZVPD def2/J DEFGRID3
* xyz 0 1
O 2.151 0.415 -2.250
C 1.100 -0.052 -1.862
C 1.040 -1.502 -1.360
N 1.880 -1.559 -0.194
C 3.199 -1.899 -0.127
N 3.727 -1.742 1.044
C 2.722 -1.238 1.832
C 2.722 -0.871 3.173
C 1.548 -0.378 3.702
C 0.391 -0.253 2.931
C 0.365 -0.615 1.599
C 1.544 -1.105 1.060
N -0.005 0.720 -1.722
C 0.148 2.177 -1.689
C -0.930 2.651 -0.708
C -1.918 1.521 -0.758
C -3.220 1.468 -0.315
C -3.950 0.304 -0.520
C -3.384 -0.768 -1.187
C -2.068 -0.726 -1.633
C -1.325 0.413 -1.373
H 1.448 -2.167 -2.126
H 0.035 -1.816 -1.081
H 3.728 -2.272 -0.983
H 3.616 -0.972 3.767
H 1.516 -0.080 4.740
H -0.507 0.137 3.388
H -0.538 -0.519 1.014
H -0.023 2.582 -2.692
H 1.166 2.422 -1.386
H -0.528 2.758 0.303
H -1.369 3.602 -1.004
H -3.668 2.321 0.171
H -4.972 0.245 -0.180
H -3.973 -1.652 -1.378
H -1.668 -1.554 -2.197
*
```

Summary:
- HOMO (eV) = -8.5
- structure (SMILES) = O=C(Cn1cnc2ccccc21)N1CCc2ccccc21
- E (a.u.) = -896.3579
- gap between HOMO and LUMO (eV) = 9.138
- energy above the lowest of the compared OMol25 structures with the same formula, charge and spin (kcal/mol) = 0.00
- maximum force (eV/Å) = 0.787

Need the Mulliken charges? In units of e they are: O -0.6731; C 0.7012; C -0.9472; N 0.1103; C -0.0709; N -0.7498; C 0.1421; C -0.7089; C -0.4255; C -0.9441; C -0.2356; C 0.7699; N 0.2602; C -0.7900; C -0.7472; C 1.1798; C -0.7654; C -0.5252; C -0.8035; C -0.3528; C -0.6428; H 0.2853; H 0.5915; H 0.3891; H 0.4301; H 0.3777; H 0.4112; H 0.4754; H 0.2967; H 0.3977; H 0.3075; H 0.4003; H 0.4653; H 0.4019; H 0.4066; H 0.5820


No. 4
ORCA calculation (ωB97M-V/def2-TZVPD) on 2 unconnected molecules or ions with the total composition C7H16O.

```
! RIJCOSX wB97M-V def2-TZVPD def2/J DEFGRID3
* xyz 0 1
C -0.444 -1.060 -0.312
C -1.487 -0.013 -0.155
C 0.661 -0.811 -1.340
C -0.239 0.787 2.099
C -1.541 1.271 -0.916
C 1.465 -2.080 -1.603
C 1.081 1.457 1.738
O -0.170 -1.721 0.762
H -0.259 -0.307 1.678
H -1.586 -1.304 -0.947
H -2.253 -0.233 0.582
H 0.230 -0.436 -2.274
H 1.313 -0.031 -0.940
H -0.287 0.559 3.168
H -1.083 1.449 1.907
H -1.695 1.082 -1.980
H -0.609 1.826 -0.826
H -2.362 1.897 -0.574
H 1.855 -2.473 -0.663
H 0.837 -2.851 -2.056
H 2.302 -1.881 -2.274
H 1.134 1.684 0.670
H 1.921 0.800 1.971
H 1.217 2.389 2.287
*
```

Summary:
- HOMO (eV) = -8.8
- E (a.u.) = -351.4193
- gap between HOMO and LUMO (eV) = 9.151
- energy above the lowest of the compared OMol25 structures with the same formula, charge and spin (kcal/mol) = 84.52
- maximum force (eV/Å) = 3.963

Need the Mulliken charges? In units of e they are: C 0.8728; C -0.7038; C -0.0970; C -0.6104; C -1.2702; C -1.3616; C -0.9241; O -0.7871; H 0.1814; H 0.1309; H 0.6532; H 0.3228; H 0.1119; H 0.4335; H 0.2014; H 0.4096; H 0.2640; H 0.3371; H 0.3094; H 0.3273; H 0.4011; H 0.1630; H 0.2871; H 0.3475